1.
Molecular formula: C6H5NO
Method: DFT, ωB97M-V with the def2-TZVPD basis set

ΔE to the lowest compared entry with this formula, charge and spin	5.8679	eV
E_HOMO (spin up / spin down)	-7.32 / -7.32	eV
Kohn-Sham gap (spin up / spin down)	6.99 / 6.99	eV
E_LUMO (spin up / spin down)	-0.33 / -0.34	eV

Each line ends with the Mulliken charge.
Atoms and positions in Å:
O (0.3406, 0.3529, 1.3493)  -0.3157
N (0.5835, -0.7292, -0.7777)  -0.2157
C (0.2977, -0.7193, -2.1806)  -0.1848
C (-1.5053, 1.9239, -1.0245)  -0.2974
C (0.6251, -0.6595, 2.3452)  -0.6421
C (-1.1063, 1.1271, -1.8526)  0.6418
C (-0.5085, 0.2018, -2.6576)  -1.1862
C (0.3189, 0.0139, 0.1268)  0.5141
H (-0.3213, -1.0815, 2.6883)  0.2883
H (1.1358, -0.1502, 3.1631)  0.2271
H (0.8269, -1.4931, -2.7015)  0.4334
H (1.2525, -1.4511, 1.9405)  0.3392
H (-1.9397, 2.6645, -0.4187)  0.3981

Atomic forces in eV per Å
0.0 0.5 0.1
-0.4 1.6 2.1
0.0 -0.5 -0.8
0.3 -0.4 0.5
-0.1 -0.4 0.5
0.6 -0.6 -0.5
-0.5 0.5 -0.5
0.2 -1.1 -1.1
0.1 0.1 -0.1
-0.1 0.0 -0.2
0.1 -0.1 -0.1
0.0 0.1 -0.2
-0.2 0.4 0.2

---

2.
Molecular formula: C6H5NO
Method: DFT, ωB97M-V with the def2-TZVPD basis set

ΔE to the lowest compared entry with this formula, charge and spin	0.4329	eV
structure (SMILES)	O=c1cccccn1
E_HOMO	-9.51	eV
Kohn-Sham gap	8.60	eV
E_LUMO	-0.91	eV

Each line ends with the Mulliken charge.
Atoms and positions in Å:
O (1.8628, 1.5488, 0.5253)  -0.5425
N (-0.1546, 1.3645, -0.4500)  -0.4552
C (0.3215, -1.6625, 0.3696)  -0.1351
C (-1.3179, 0.8377, -0.6839)  0.0738
C (-1.7639, -0.5264, -0.4875)  -0.3207
C (-1.0572, -1.6153, -0.0373)  -0.1743
C (0.9732, 0.7984, 0.1826)  0.3840
C (1.1433, -0.6251, 0.4869)  -0.2950
H (2.1787, -0.8159, 0.8205)  0.3054
H (-2.8172, -0.7045, -0.6988)  0.2709
H (-2.0925, 1.5429, -1.0494)  0.3446
H (0.7362, -2.6632, 0.6392)  0.2808
H (-1.6200, -2.5415, 0.2534)  0.2633

Atomic forces in eV per Å
-0.1 0.0 -0.1
-1.2 0.1 -0.3
0.0 -0.9 0.0
1.3 0.1 0.3
0.1 -1.3 0.4
-1.2 0.2 0.7
-0.3 0.5 0.2
1.5 -0.2 -0.1
-0.7 0.1 -0.1
0.1 0.1 0.1
0.5 -0.5 0.0
-0.5 0.9 -0.2
0.4 0.9 -0.9

---

3.
Molecular formula: C6H5NO3
Method: DFT, ωB97M-V with the def2-TZVPD basis set

ΔE to the lowest compared entry with this formula, charge and spin	3.7541	eV
E_HOMO (spin up / spin down)	-3.19 / -9.55	eV
multiplicity	3
Kohn-Sham gap (spin up / spin down)	3.54 / 7.43	eV
E_LUMO (spin up / spin down)	0.35 / -2.12	eV

Each line ends with the Löwdin spin population.
Atoms and positions in Å:
O (-1.1721, 1.0708, 0.5808)  0.0658
O (-1.0266, -1.7508, 0.4867)  0.1346
O (1.1247, 2.2544, -0.0594)  0.2449
N (-0.0137, 0.3868, 0.4127)  0.1561
C (2.1242, -0.0634, -0.1407)  0.2606
C (-2.2474, 0.6751, -0.1489)  0.0697
C (1.1838, 0.9315, 0.0491)  0.4450
C (1.3774, -1.2044, 0.1656)  0.1749
C (-3.3057, 0.4890, -0.6936)  0.0130
C (0.0700, -0.9561, 0.4132)  0.3015
H (-4.2609, 0.4364, -1.2198)  -0.0002
H (3.1805, -0.0991, -0.2695)  0.0285
H (1.7365, -2.2885, -0.0568)  0.0083
H (1.9532, 2.7603, 0.1312)  0.0930
H (-0.7239, -2.6421, 0.3494)  0.0043

Atomic forces in eV per Å
-2.6 0.9 -0.7
1.2 1.6 0.7
0.3 -0.5 0.6
-0.1 -0.9 2.3
0.2 -3.2 1.6
-0.2 0.6 -0.4
-1.9 4.0 -2.0
4.3 -4.0 -1.9
-0.1 0.2 -0.1
-2.5 0.0 -1.0
1.0 -0.1 0.5
0.3 0.5 -0.6
-0.4 2.1 0.7
0.5 -0.2 0.1
0.1 -0.9 0.0

---

4.
Molecular formula: C6H5NO4
Method: DFT, ωB97M-V with the def2-TZVPD basis set

ΔE to the lowest compared entry with this formula, charge and spin	2.4049	eV
structure (SMILES)	O=[N+]([O-])c1cccc(O)c1O
E_HOMO	-9.04	eV
Kohn-Sham gap	8.24	eV
E_LUMO	-0.80	eV

Each line ends with the Mulliken charge.
Atoms and positions in Å:
O (-2.3069, -1.4008, 0.3283)  -0.5158
O (2.6044, -1.4589, -0.0349)  -0.7194
O (3.1850, 0.5622, 0.2468)  -0.5762
O (0.1477, -2.1815, -0.1628)  -0.6198
N (2.2963, -0.2670, 0.0330)  0.9883
C (-1.4503, -0.4637, -0.0340)  0.1035
C (0.5602, 1.5266, -0.0669)  -0.5767
C (-1.7558, 0.8192, -0.0850)  -0.5248
C (-0.7656, 1.8672, -0.0058)  -0.5451
C (0.9027, 0.1453, -0.0124)  -0.0396
C (-0.0564, -0.8563, -0.0227)  1.0860
H (-1.1596, 2.8556, -0.1602)  0.3665
H (1.3144, 2.3094, 0.1199)  0.3792
H (-2.7727, 1.1341, -0.0769)  0.4121
H (1.1618, -2.3239, -0.2923)  0.4197
H (-1.9052, -2.2675, 0.2261)  0.3624

Atomic forces in eV per Å
-1.7 -0.9 -0.4
-0.8 -0.5 -0.5
-1.6 -0.3 -0.5
1.6 0.1 0.2
2.0 1.2 1.0
3.0 -1.5 1.4
0.3 0.5 1.5
0.3 3.2 0.3
-0.6 -1.8 -1.7
0.2 -0.1 -0.4
-0.6 0.2 -1.2
0.4 0.4 0.4
-0.2 -0.7 -0.6
-0.7 0.0 0.1
-1.6 0.5 0.5
0.1 -0.3 -0.1

---

5.
Molecular formula: C6H5NO4
Method: DFT, ωB97M-V with the def2-TZVPD basis set

ΔE to the lowest compared entry with this formula, charge and spin	0.0000	eV
E_HOMO (spin up / spin down)	-9.22 / -9.76	eV
multiplicity	3
Kohn-Sham gap (spin up / spin down)	9.59 / 6.29	eV
E_LUMO (spin up / spin down)	0.37 / -3.47	eV

Each line ends with the Löwdin spin population.
Atoms and positions in Å:
O (-2.2968, -0.1244, 0.1334)  0.0000
O (1.7541, -1.0648, 1.7289)  0.0946
O (-1.5318, -2.3058, -0.0331)  0.0049
O (-2.3467, 2.1586, 0.1402)  0.1575
N (-0.5563, 1.0387, -0.8091)  0.6469
C (1.3393, -0.2314, 1.0153)  0.1022
C (1.1433, 1.2045, 1.0457)  0.6795
C (1.1004, -0.8634, -0.4417)  0.0746
C (-1.4922, -1.1009, -0.2488)  -0.0030
C (-0.2541, -0.3642, -1.0203)  0.0786
C (-1.7953, 1.1624, -0.1613)  0.0629
H (-0.0881, -0.5100, -2.0986)  0.0353
H (1.5759, 1.7529, 0.1953)  0.0274
H (0.9599, -2.0383, -0.3232)  0.0066
H (0.4429, 1.7184, 1.7322)  0.0308
H (2.0456, -0.4322, -0.8548)  0.0011

Atomic forces in eV per Å
-1.5 0.2 0.9
1.1 -0.9 3.9
-0.7 3.2 -0.2
-0.5 0.3 0.2
-0.2 -0.6 -0.7
-1.1 -0.9 -4.1
0.4 0.9 1.0
-0.5 0.1 1.8
3.2 -2.5 -1.7
-0.8 0.5 0.7
1.3 -1.3 -0.8
-1.0 -0.2 0.0
-0.4 -0.2 0.7
0.9 2.6 -0.4
0.8 -0.4 -0.4
-1.0 -1.0 -0.9

---

6.
Molecular formula: C6H5NO4P
Method: DFT, ωB97M-V with the def2-TZVPD basis set

ΔE to the lowest compared entry with this formula, charge and spin	0.4365	eV
E_HOMO	-4.65	eV
Kohn-Sham gap	7.77	eV
total charge	-1
E_LUMO	3.12	eV

Each line ends with the Mulliken charge.
Atoms and positions in Å:
P (2.4947, 0.0956, -0.3932)  0.9250
O (0.9711, 0.7192, 1.8874)  -0.5523
O (3.7942, 0.3741, 0.2402)  -0.6931
O (1.7803, 1.1043, -1.1700)  -0.5940
O (0.6106, -1.5458, -0.5178)  -0.2263
N (2.0160, -1.3991, -0.2727)  -0.5540
C (-2.0473, -0.1597, -0.5119)  -0.2574
C (-1.5657, -1.1604, 0.1367)  -0.7120
C (-0.3279, 1.4338, 0.0570)  -0.3929
C (-0.1069, -1.0428, 0.5656)  0.4495
C (-1.4920, 1.1093, -0.5273)  -0.1662
C (0.3428, 0.4331, 0.8971)  0.3805
H (0.3551, 2.3945, 0.0715)  0.2400
H (-2.9309, -0.5028, -0.9337)  0.3888
H (0.1100, -1.5318, 1.5313)  0.2044
H (-2.0786, 1.8676, -1.1615)  0.2030
H (-1.9254, -2.1890, 0.1014)  0.3570

Atomic forces in eV per Å
2.5 -0.4 0.1
0.4 0.0 0.1
0.2 0.0 -0.1
-0.7 0.9 -0.9
-0.1 -0.2 -0.7
-0.1 -0.9 0.7
-1.7 -1.3 0.3
3.7 -2.4 1.5
1.6 2.2 0.3
0.1 0.5 1.6
0.2 4.4 -1.8
-2.6 -1.0 -0.1
-2.4 -1.6 -0.4
-2.0 0.9 -1.4
0.1 -0.5 -0.4
1.2 -0.9 1.1
-0.3 0.4 0.0